(1)
The following is a DFT calculation (ωB97M-V/def2-TZVPD) of a molecular structure, C26H37CaN2O2PS.

The geometry in XYZ format:
```
70
Properties=species:S:1:pos:R:3
Ca 1.009 -0.540 0.903
C -0.051 -2.436 0.032
C 0.368 -3.711 -0.234
C 1.461 -4.022 -1.163
C 1.879 -5.302 -1.432
C 1.303 -6.437 -0.830
C 0.270 -6.184 0.091
C -0.179 -4.920 0.385
H 1.949 -3.188 -1.664
H 2.698 -5.431 -2.138
H 1.644 -7.441 -1.050
H -0.200 -7.023 0.604
H -0.977 -4.793 1.112
C 0.396 2.119 -2.545
C -0.484 2.916 -1.567
C -1.494 3.726 -2.379
C 0.423 3.865 -0.778
P -1.145 1.608 -0.404
C -2.351 0.691 -1.466
C -3.568 1.200 -1.941
C -4.416 0.428 -2.716
C -4.067 -0.884 -3.029
C -2.878 -1.404 -2.559
C -2.019 -0.621 -1.785
C -2.200 2.357 0.970
C -3.035 1.193 1.516
C -3.111 3.548 0.653
C -1.243 2.807 2.085
H 0.896 2.818 -3.224
H -0.203 1.429 -3.144
H 1.153 1.540 -2.014
H -0.949 4.354 -3.094
H -2.103 4.384 -1.758
H -2.158 3.078 -2.952
H 1.004 4.473 -1.480
H 1.128 3.315 -0.151
H -0.154 4.544 -0.147
H -3.863 2.214 -1.716
H -5.353 0.844 -3.069
H -4.736 -1.496 -3.624
H -2.594 -2.434 -2.737
H -1.139 -1.117 -1.366
H -3.828 0.899 0.827
H -3.489 1.501 2.464
H -2.421 0.310 1.716
H -3.840 3.350 -0.129
H -2.531 4.427 0.370
H -3.672 3.807 1.559
H -0.598 1.996 2.430
H -1.838 3.131 2.946
H -0.616 3.646 1.782
O 4.457 1.604 -0.505
C 3.621 0.786 -0.889
O 2.456 0.584 -0.422
H 3.873 0.146 -1.765
C 2.230 -2.837 2.652
N 2.686 -1.460 2.480
C 4.129 -1.323 2.348
C 4.382 0.154 2.648
N 3.244 0.539 3.493
C 2.280 -0.509 3.493
S 0.589 -0.115 3.671
H 2.373 -3.399 1.728
H 1.165 -2.839 2.875
H 2.777 -3.319 3.477
H 4.453 -1.615 1.347
H 4.637 -1.969 3.079
H 4.422 0.745 1.732
H 5.330 0.277 3.181
H 2.819 1.418 3.218
```

Computed properties:
- Energy relative to the best compared isomer or geometry (same formula, charge and spin): 79.6 kJ/mol
- LUMO (spin up / spin down): 0.1536 / 0.1538 Ha
- HOMO-LUMO gap (spin up / spin down): 3.22 / 2.89 eV
- E: -2690.0154 hartree
- Total charge: -2
- Max |F|: 0.4 eV Å⁻¹

Atomic partial charges in e from the Mulliken method, atoms 1 to 5: atom 1 (Ca): 1.179, atom 2 (C): -1.693, atom 3 (C): 0.854, atom 4 (C): -0.543, atom 5 (C): -0.235

(2)
The following is a DFT calculation (ωB97M-V/def2-TZVPD) of a molecular structure, C26H37Cl4FMgNO10PS at a distorted geometry.

The geometry in XYZ format:
```
82
Properties=species:S:1:pos:R:3
C 2.022 3.318 1.665
C 0.770 3.506 2.470
Cl 0.876 4.817 3.606
C -0.330 2.754 2.364
Cl -1.641 3.165 3.479
C -0.537 1.608 1.355
C -1.985 1.861 0.823
C -2.125 3.210 0.145
O -1.264 3.973 -0.169
F -3.425 3.514 -0.097
O 0.342 1.658 0.252
C -0.024 1.020 -0.913
O -0.410 1.908 -1.926
C -0.941 1.188 -3.011
C -1.399 2.213 -4.106
C -0.720 1.967 -5.446
O -1.007 3.526 -3.719
C -0.415 0.222 2.132
C -1.797 -0.195 2.777
C -2.664 -1.054 1.844
C -4.178 -0.945 2.175
C -4.910 -2.070 1.407
S -5.388 -1.620 -0.263
O -4.229 -1.734 -1.103
O -6.427 -2.504 -0.668
Cl -6.186 0.260 -0.250
O -0.172 -0.885 1.256
C 1.098 -1.374 1.016
N 2.129 -0.435 0.968
C 1.344 -2.622 1.899
C 2.773 -2.957 2.320
C 2.811 -4.459 2.703
Cl 3.383 -2.047 3.736
O 0.884 -1.932 -0.411
C 1.941 -2.401 -1.030
O 2.425 -3.517 -0.947
C 2.603 -1.491 -2.082
C 3.832 -0.913 -1.843
C 4.447 -0.044 -2.791
C 3.763 0.208 -3.983
C 2.544 -0.412 -4.232
C 1.966 -1.250 -3.303
P 0.624 0.348 3.699
O 1.987 0.914 3.590
H 2.292 2.277 1.512
H 2.843 3.875 2.115
H 1.849 3.754 0.672
H -2.368 1.052 0.197
H -2.727 1.919 1.622
H -0.771 0.219 -0.814
H 0.877 0.499 -1.320
H -1.798 0.582 -2.677
H -0.198 0.501 -3.464
H -2.489 2.243 -4.199
H -0.765 0.924 -5.772
H 0.337 2.248 -5.339
H -1.139 2.657 -6.178
H -1.741 3.955 -3.270
H -1.571 -0.850 3.635
H -2.317 0.658 3.211
H -2.565 -0.834 0.781
H -2.403 -2.109 1.972
H -4.372 -0.973 3.247
H -4.506 0.004 1.736
H -5.782 -2.410 1.968
H -4.245 -2.931 1.311
H 2.140 0.156 0.149
H 3.065 -0.783 1.121
H 0.983 -3.487 1.337
H 0.715 -2.611 2.791
H 3.521 -2.846 1.527
H 1.968 -4.613 3.388
H 3.709 -4.660 3.285
H 2.679 -5.108 1.837
H 4.351 -1.120 -0.911
H 5.417 0.402 -2.581
H 4.188 0.891 -4.714
H 2.014 -0.217 -5.159
H 1.011 -1.731 -3.491
H -0.145 1.145 4.580
H 0.685 -0.925 4.320
Mg 4.871 -2.057 -3.812
```

Computed properties:
- LUMO: -0.4160 Ha
- HOMO-LUMO gap: 1.46 eV
- E: -4699.5831 hartree
- Total charge: +2
- Max |F|: 2.8 eV Å⁻¹

Atomic partial charges in e from the Mulliken method, atoms 1 to 5: atom 1 (C): -1.069, atom 2 (C): 0.656, atom 3 (Cl): -0.166, atom 4 (C): -0.870, atom 5 (Cl): -0.045

(3)
The following is a DFT calculation (ωB97M-V/def2-TZVPD) of 3 unconnected molecules or ions with the total composition C26H37ClF4N.

The geometry in XYZ format:
```
69
Properties=species:S:1:pos:R:3
C -3.320 4.233 1.857
C -2.229 3.157 1.927
C -2.625 1.947 2.769
C -3.785 1.119 2.206
C -4.336 0.183 3.276
C -3.493 0.481 0.832
C -4.790 0.034 0.143
N -4.760 -1.496 0.089
Cl -4.649 -2.042 -1.566
C -3.589 -1.920 0.963
C -3.163 -3.358 0.719
C -2.460 -3.948 1.930
F -4.344 -4.096 0.508
C -2.600 -0.779 0.690
C -1.282 -0.905 1.445
C -0.176 0.027 0.907
C 0.656 0.742 1.958
F -0.762 0.985 0.047
H -4.074 4.088 2.634
H -2.911 5.233 1.994
H -3.847 4.240 0.901
H -1.313 3.575 2.344
H -1.965 2.836 0.917
H -2.943 2.309 3.751
H -1.761 1.306 2.958
H -4.576 1.847 1.978
H -3.582 -0.529 3.625
H -4.640 0.760 4.148
H -5.218 -0.378 2.952
H -3.069 1.264 0.207
H -5.698 0.317 0.673
H -4.864 0.360 -0.889
H -5.624 -1.914 0.439
H -3.990 -1.854 1.972
H -2.567 -3.435 -0.192
H -1.712 -4.679 1.639
H -3.205 -4.449 2.548
H -1.977 -3.188 2.543
H -2.349 -0.858 -0.374
H -0.923 -1.923 1.290
H -1.412 -0.787 2.522
H 0.484 -0.562 0.272
H 1.663 0.331 1.991
H 0.737 1.796 1.696
H 0.233 0.673 2.960
F 2.315 -1.885 -0.491
C 2.520 -1.376 -1.733
C 2.429 -0.011 -1.899
C 2.636 0.510 -3.169
C 2.934 -0.332 -4.231
C 3.016 -1.704 -4.028
C 2.806 -2.244 -2.766
H 2.217 0.624 -1.050
H 2.579 1.580 -3.321
H 3.124 0.081 -5.212
H 3.260 -2.360 -4.852
H 2.874 -3.307 -2.578
F 7.433 3.485 -2.900
C 7.473 2.138 -2.819
C 6.297 1.433 -2.980
C 6.344 0.049 -2.894
C 7.546 -0.602 -2.653
C 8.711 0.137 -2.498
C 8.685 1.522 -2.580
H 5.374 1.964 -3.167
H 5.430 -0.519 -3.015
H 7.576 -1.681 -2.589
H 9.651 -0.365 -2.312
H 9.578 2.120 -2.464
```

Computed properties:
- LUMO: -0.1440 Ha
- HOMO-LUMO gap: 6.64 eV
- E: -1927.0464 hartree
- Total charge: +1
- Max |F|: 0.3 eV Å⁻¹

Atomic partial charges in e from the Mulliken method, atoms 1 to 5: atom 1 (C): -1.394, atom 2 (C): -0.307, atom 3 (C): -0.782, atom 4 (C): 0.146, atom 5 (C): -2.064

(4)
The following is a DFT calculation (ωB97M-V/def2-TZVPD) of a molecular structure, C26H37CoN7O2PS2 at a distorted geometry.

The geometry in XYZ format:
```
76
Properties=species:S:1:pos:R:3
Co -0.034 -0.295 0.605
C -0.819 -2.098 3.128
N -1.367 -0.869 2.564
C -1.329 0.313 3.419
C -1.346 1.522 2.539
N -0.910 1.507 1.305
C -1.007 2.815 0.841
C -0.666 3.392 -0.381
C -0.880 4.748 -0.529
C -1.426 5.530 0.498
C -1.766 4.976 1.715
C -1.538 3.615 1.864
N -1.749 2.752 2.927
C -0.247 -2.913 2.011
N 0.058 -2.400 0.848
C 0.614 -3.429 0.098
C 1.112 -3.436 -1.202
C 1.589 -4.637 -1.688
C 1.580 -5.803 -0.909
C 1.095 -5.807 0.383
C 0.611 -4.599 0.869
N 0.049 -4.231 2.082
H -0.004 -1.830 3.806
H -1.551 -2.683 3.694
H -2.314 -1.026 2.237
H -0.379 0.305 3.960
H -2.138 0.355 4.155
H -0.231 2.804 -1.177
H -0.617 5.225 -1.464
H -1.581 6.588 0.334
H -2.187 5.565 2.519
H -2.090 3.007 3.838
H 1.136 -2.524 -1.784
H 1.985 -4.686 -2.694
H 1.967 -6.721 -1.330
H 1.095 -6.699 0.995
H -0.094 -4.828 2.878
C 5.541 1.559 -2.723
C 4.184 0.898 -2.603
O 4.077 0.221 -1.334
P 2.932 0.546 -0.242
S 1.821 -0.061 2.037
S 1.143 0.369 -1.245
O 3.014 2.160 -0.074
C 4.169 2.770 0.549
C 3.992 2.936 2.047
H 5.658 1.974 -3.724
H 6.326 0.822 -2.555
H 5.657 2.365 -1.998
H 4.068 0.134 -3.373
H 3.377 1.624 -2.708
H 4.267 3.742 0.066
H 5.064 2.184 0.324
H 3.146 3.591 2.257
H 4.896 3.369 2.476
H 3.810 1.971 2.518
C -3.059 0.284 -0.508
C -4.366 0.040 -1.316
N -4.139 -0.996 -2.313
C -3.803 -2.243 -1.643
C -2.526 -2.046 -0.778
N -2.017 -0.671 -0.928
C -1.736 -0.436 -2.357
C -3.039 -0.602 -3.188
H -3.236 0.164 0.564
H -2.676 1.290 -0.679
H -4.689 0.950 -1.823
H -5.176 -0.289 -0.662
H -3.648 -3.012 -2.402
H -4.652 -2.546 -1.027
H -1.737 -2.731 -1.085
H -2.739 -2.228 0.279
H -0.968 -1.142 -2.676
H -1.326 0.569 -2.463
H -2.921 -1.368 -3.955
H -3.314 0.329 -3.685
```

Computed properties:
- Energy relative to the best compared isomer or geometry (same formula, charge and spin): 21.3 kJ/mol
- LUMO (spin up / spin down): -0.0769 / -0.1622 Ha
- HOMO-LUMO gap (spin up / spin down): 7.87 / 5.95 eV
- E: -4067.1181 hartree
- <S²>: 8.77
- Multiplicity: 6
- Total charge: +1
- Max |F|: 1.1 eV Å⁻¹

Atomic partial charges in e from the Mulliken method, atoms 1 to 5: atom 1 (Co): 1.023, atom 2 (C): -1.227, atom 3 (N): 0.156, atom 4 (C): -1.228, atom 5 (C): 0.189

(5)
The following is a DFT calculation (ωB97M-V/def2-TZVPD) of a molecular structure, C26H37IrN8Si at a distorted geometry.

The geometry in XYZ format:
```
73
Properties=species:S:1:pos:R:3
Ir -0.439 0.051 -0.165
C 1.491 -2.619 0.339
N 0.965 -1.560 1.194
C 1.912 -0.921 2.107
C 1.480 0.493 2.317
N 0.477 1.016 1.617
C 0.350 2.309 1.994
C -0.671 3.276 1.510
C -0.406 4.612 2.158
C 0.557 4.833 3.099
C 1.463 3.854 3.539
C 1.318 2.591 2.964
N 2.014 1.415 3.144
C 0.588 -2.769 -0.841
N -0.309 -1.842 -1.171
C -0.961 -2.323 -2.288
C -2.031 -1.797 -3.001
C -2.493 -2.521 -4.084
C -1.899 -3.728 -4.460
C -0.846 -4.276 -3.744
C -0.397 -3.566 -2.641
N 0.574 -3.806 -1.689
H 1.592 -3.579 0.865
H 2.491 -2.332 -0.011
H 0.162 -1.910 1.713
H 2.908 -0.934 1.651
H 1.993 -1.455 3.063
H -1.658 2.938 1.874
H -1.080 5.415 1.913
H 0.640 5.818 3.535
H 2.217 4.080 4.272
H 2.776 1.282 3.796
H -2.493 -0.881 -2.673
H -3.339 -2.162 -4.646
H -2.280 -4.251 -5.322
H -0.410 -5.215 -4.037
H 1.158 -4.629 -1.639
C 0.607 6.007 -0.470
Si -1.027 5.103 -0.850
C -2.698 5.656 -0.109
C -1.195 5.044 -2.750
C -0.797 3.274 -0.006
C -0.875 2.185 -0.759
H 0.397 7.067 -0.348
H 1.306 5.911 -1.298
H 1.100 5.665 0.434
H -2.600 6.664 0.281
H -3.065 5.031 0.697
H -3.468 5.696 -0.875
H -1.334 6.065 -3.098
H -2.051 4.482 -3.113
H -0.301 4.678 -3.248
C -3.632 2.243 -1.950
N -2.907 1.709 -3.084
C -3.760 1.023 -4.040
C -1.582 1.789 -3.198
N -0.778 2.194 -2.175
N -0.940 1.451 -4.331
C -1.403 1.726 -5.676
C 0.408 0.920 -4.283
H -4.616 2.567 -2.286
H -3.117 3.093 -1.520
H -3.770 1.483 -1.179
H -4.485 0.421 -3.492
H -3.189 0.370 -4.688
H -4.317 1.736 -4.650
H 0.129 2.529 -2.486
H -2.310 2.319 -5.669
H -1.566 0.800 -6.228
H -0.632 2.297 -6.196
H 1.168 1.680 -4.484
H 0.491 0.160 -5.061
H 0.605 0.444 -3.321
```

Computed properties:
- Energy relative to the best compared isomer or geometry (same formula, charge and spin): 0.0 kJ/mol
- LUMO (spin up / spin down): -0.3873 / -0.3874 Ha
- HOMO-LUMO gap (spin up / spin down): 5.62 / 5.58 eV
- E: -1843.8495 hartree
- <S²>: 0.75
- Multiplicity: 2
- Total charge: +3
- Max |F|: 3.9 eV Å⁻¹

Atomic partial charges in e from the Mulliken method, atoms 1 to 5: atom 1 (Ir): 0.636, atom 2 (C): -0.549, atom 3 (N): -0.378, atom 4 (C): -0.703, atom 5 (C): -0.096

(6)
The following is a DFT calculation (ωB97M-V/def2-TZVPD) of a gas-phase ion, C26H37N4O2 (charge +1) at a distorted geometry.

The geometry in XYZ format:
```
69
Properties=species:S:1:pos:R:3
C -1.227 5.238 6.124
C -0.098 4.971 5.114
N -0.589 4.650 3.768
C 0.285 4.195 2.788
C 0.208 4.699 1.470
C 1.056 4.219 0.471
C 1.864 3.077 0.639
C 2.696 2.487 -0.534
C 3.412 1.205 -0.079
C 2.709 0.148 0.512
C 3.351 -1.057 0.801
C 4.738 -1.216 0.591
N 5.373 -2.430 0.880
C 6.638 -2.401 1.613
C 7.336 -3.761 1.569
O 6.451 -4.844 1.849
C 5.324 -4.864 0.973
C 4.511 -3.583 1.100
C 5.462 -0.104 0.103
C 4.793 1.072 -0.239
C 2.021 2.677 1.984
C 1.290 3.230 3.039
C -1.847 5.242 3.304
C -2.868 5.289 4.438
O -2.321 5.966 5.572
H -1.580 4.273 6.541
H -0.860 5.894 6.925
H 0.543 5.880 5.101
H 0.506 4.132 5.478
H -0.463 5.525 1.220
H 1.041 4.722 -0.497
H 3.424 3.259 -0.894
H 1.641 0.231 0.721
H 2.774 -1.876 1.238
H 7.294 -1.644 1.174
H 6.474 -2.144 2.683
H 7.810 -3.899 0.579
H 8.088 -3.823 2.369
H 5.640 -4.990 -0.082
H 4.726 -5.723 1.313
H 4.039 -3.549 2.103
H 3.731 -3.599 0.332
H 6.538 -0.192 -0.066
H 5.320 1.876 -0.751
H 2.721 1.885 2.236
H 1.463 2.894 4.063
H -1.689 6.270 2.917
H -2.247 4.610 2.501
H -3.725 5.907 4.134
H -3.182 4.252 4.690
N 4.646 1.579 -2.816
C 3.790 2.327 -3.712
C 2.358 1.918 -3.429
C 1.383 2.754 -4.253
C 0.131 2.892 -3.403
C 0.485 2.526 -1.965
N 1.878 1.989 -1.940
H 4.372 0.590 -2.785
H 5.631 1.673 -3.065
H 3.907 3.421 -3.580
H 3.999 2.088 -4.792
H 2.241 0.857 -3.744
H 1.826 3.734 -4.466
H 1.191 2.308 -5.242
H -0.269 3.912 -3.451
H -0.678 2.234 -3.726
H 0.439 3.418 -1.359
H -0.163 1.767 -1.517
H 1.743 0.982 -1.766
```

Computed properties:
- Energy relative to the best compared isomer or geometry (same formula, charge and spin): 407.4 kJ/mol
- LUMO: -0.0858 Ha
- HOMO-LUMO gap: 7.94 eV
- E: -1382.1249 hartree
- Total charge: +1
- Structure (SMILES): NC[C@@H]1CCC[N@@H+]1C(c1ccc(N2CCOCC2)cc1)c1ccc(N2CCOCC2)cc1
- Max |F|: 1.5 eV Å⁻¹

Atomic partial charges in e from the Mulliken method, atoms 1 to 5: atom 1 (C): -0.656, atom 2 (C): -0.299, atom 3 (N): 0.151, atom 4 (C): 0.969, atom 5 (C): -0.506